# 1
ORCA calculation (the ωB97M-V functional and the def2-TZVPD basis) on an isolated ion of composition C5H11N2 and charge +1 in a non-equilibrium geometry.

XYZ file:
```
18
Properties=species:S:1:pos:R:3:lowdin_charge:R:1
C -1.56692 0.52308 0.24742 -0.3395
C -1.59381 -0.98279 -0.08735 -0.1633
C -0.13204 -1.47326 -0.16812 -0.0392
C 0.99566 -0.91308 -0.75862 -0.0535
N 1.21670 0.45670 -0.32835 -0.0313
C 2.29255 1.08118 -0.69464 0.1488
N -0.80542 0.94873 1.37736 -0.0173
H -2.69342 0.74206 0.51415 0.1493
H -1.31251 1.05313 -0.79738 0.1654
H -1.87909 -1.12322 -1.21042 0.1595
H -2.30010 -1.65416 0.55347 0.1500
H -0.00460 -2.38096 0.38152 0.1057
H 1.92714 -1.49520 -0.85241 0.1259
H 2.97309 0.32441 -0.94797 0.0857
H 2.39079 2.19000 -0.47680 0.1423
H -1.36786 0.48933 2.19832 0.1752
H 0.44235 0.67768 0.50399 0.1215
H -1.02738 1.92812 1.55833 0.1148
```

Computed properties:
Spin multiplicity: 1
Energy relative to the best compared isomer or geometry (same formula, charge and spin), kcal per mole: 92.18
Orbital gap, eV: 8.6
Charge: +1
SMILES: C=[NH+]/C=C\CCN
Total energy, eV: -8333.122

=====

# 2
ORCA calculation (the ωB97M-V functional and the def2-TZVPD basis) on an isolated ion of composition C5H11N2 and charge +1 in a non-equilibrium geometry.

XYZ file:
```
18
Properties=species:S:1:pos:R:3:lowdin_charge:R:1
C -0.26510 0.79610 -0.03496 -0.0259
C 0.91082 -0.89620 0.59139 -0.1000
C -1.15787 1.69512 -0.72568 0.0029
C 2.04415 -0.03261 -1.49569 -0.0417
C -1.47717 -0.67656 1.65480 -0.0092
N 1.45772 0.24764 -0.15619 -0.0204
N -0.45630 -0.21722 0.77725 -0.0826
H 0.82865 -1.82526 0.05715 0.1278
H 1.55037 -1.03241 1.57240 0.1751
H -1.11307 1.58280 -1.88896 0.1499
H -1.09053 2.80221 -0.47922 0.1321
H -2.19051 1.39003 -0.53359 0.0913
H 2.79339 -0.70430 -1.31796 0.0701
H 1.33100 -0.40807 -2.16531 0.0759
H 2.43270 0.86030 -1.84587 0.0715
H -0.97057 -0.74847 2.56936 0.0766
H -1.93096 -1.72998 1.30133 0.1630
H -2.34157 0.11669 1.71165 0.1436
```

Computed properties:
Spin multiplicity: 1
Energy relative to the best compared isomer or geometry (same formula, charge and spin), kcal per mole: 85.36
Orbital gap, eV: 9.8
Charge: +1
SMILES: CC1=[N+](C)CN1C
Total energy, eV: -8333.417

=====

# 3
ORCA calculation (the ωB97M-V functional and the def2-TZVPD basis) on an isolated ion of composition C5H11N2 and charge +1 in a non-equilibrium geometry.

XYZ file:
```
18
Properties=species:S:1:pos:R:3:lowdin_charge:R:1
C -0.54706 0.62979 0.96104 -0.4164
C -0.16993 -0.84478 0.76422 -0.0190
C 0.36343 -0.85723 -0.65903 -0.4087
C -0.08834 -1.60558 -1.69460 0.0847
C 1.52481 -0.02072 -0.99487 -0.0903
N -0.82335 1.45703 0.05016 0.2486
N -0.75499 0.99064 2.16662 0.2280
H 0.43051 -1.16802 1.54678 0.1069
H -1.17419 -1.31768 1.05289 0.1757
H -0.57065 1.21973 -0.91932 0.1448
H -0.92933 -2.26731 -1.67492 0.0632
H 0.32447 -1.37396 -2.75503 0.1201
H 1.73124 0.69728 -0.18795 0.0868
H 1.17268 0.50727 -1.90704 0.0932
H 2.46089 -0.60712 -1.28589 0.1287
H -1.25031 2.36091 0.16782 0.1613
H -0.62475 0.31793 2.91648 0.1547
H -1.07511 1.88184 2.45266 0.1378
```

Computed properties:
Spin multiplicity: 1
Energy relative to the best compared isomer or geometry (same formula, charge and spin), kcal per mole: 18.45
Orbital gap, eV: 10.2
Charge: +1
SMILES: C=C(C)CC(N)=[NH2+]
Total energy, eV: -8336.319

=====

# 4
ORCA calculation (the ωB97M-V functional and the def2-TZVPD basis) on an isolated ion of composition C5H11N2 and charge +1 in a non-equilibrium geometry.

XYZ file:
```
18
Properties=species:S:1:pos:R:3:lowdin_charge:R:1
C -0.49746 -0.23068 1.93480 -0.1289
C 0.15181 0.99736 1.25614 -0.1605
C -0.14330 0.87360 -0.21936 -0.1290
C 0.77675 0.43942 -1.09033 -0.1918
N 0.46982 -0.31977 -2.23634 -0.0089
C -0.06848 0.22341 -3.24611 0.0060
N -0.05393 -1.50323 1.25369 0.1895
H -0.18505 -0.36461 2.96181 0.1304
H -1.57759 -0.17996 1.85339 0.1341
H -0.42769 1.80877 1.69786 0.1234
H 1.22285 1.06684 1.42339 0.1221
H -1.16683 1.03766 -0.54352 0.1237
H 1.83857 0.62924 -0.95609 0.1291
H -0.29543 1.28863 -3.25543 0.0955
H -0.31830 -0.41536 -4.08561 0.0833
H -0.58376 -2.31481 1.56835 0.1750
H 0.94152 -1.64948 1.44216 0.1772
H -0.08350 -1.38703 0.24121 0.1297
```

Computed properties:
Spin multiplicity: 1
Energy relative to the best compared isomer or geometry (same formula, charge and spin), kcal per mole: 37.13
Orbital gap, eV: 9.5
Charge: +1
SMILES: C=N/C=C/CC[NH3+]
Total energy, eV: -8335.509

=====

# 5
ORCA calculation (the ωB97M-V functional and the def2-TZVPD basis) on a 2-piece molecular cluster, C5H11N2O overall in a non-equilibrium geometry.

XYZ file:
```
19
Properties=species:S:1:pos:R:3:lowdin_charge:R:1
C -0.88077 -0.46694 2.55133 -0.2948
C -2.09436 -0.03718 2.23133 -0.0323
C 0.42074 1.42378 2.51376 -0.0722
N 0.12232 0.34107 3.10778 -0.0350
H -0.54253 -1.48387 2.38844 0.0912
H -2.32064 1.01961 2.31507 0.0402
H -2.84888 -0.68770 1.81809 0.0297
H 1.01030 2.14990 3.07335 0.0521
H 0.13342 1.53665 1.46108 0.0527
C 1.01416 0.18548 -1.19264 -0.5339
O 0.55156 0.11585 0.07599 -0.3410
C 0.36533 -0.85067 -2.11833 -0.3160
N 0.92836 -0.77764 -3.48033 -0.0526
H 0.86461 1.18175 -1.69908 0.0785
H 2.12377 0.05280 -1.26379 0.0813
H 0.55793 -1.85392 -1.73583 0.0923
H -0.71297 -0.65287 -2.07528 0.0907
H 0.41352 -1.36462 -4.12798 0.0321
H 0.89413 0.16852 -3.84297 0.0370
```

Computed properties:
Spin multiplicity: 1
Energy relative to the best compared isomer or geometry (same formula, charge and spin), kcal per mole: 35.19
Orbital gap, eV: 6.9
Charge: -1
Total energy, eV: -10389.012

=====

# 6
ORCA calculation (the ωB97M-V functional and the def2-TZVPD basis) on a 2-piece molecular cluster, C5H11N2O overall.

XYZ file:
```
19
Properties=species:S:1:pos:R:3:lowdin_charge:R:1
C 0.93021 2.55988 0.75651 -0.0784
C 0.29836 1.26858 1.25830 -0.1711
C 0.31834 0.21971 0.19999 -0.2173
C 1.28967 -0.63976 -0.18618 0.0207
N 0.80102 -1.35258 -1.26192 0.1297
C -0.42766 -0.96243 -1.53247 -0.0795
N -0.72638 0.01184 -0.68734 0.1653
H 1.98662 2.42059 0.53744 0.0826
H 0.93525 3.36102 1.49542 0.0844
H 0.39591 2.94378 -0.10558 0.0807
H -0.73641 1.45626 1.52851 0.1164
H 0.80059 0.90254 2.14695 0.1241
H 2.28172 -0.75652 0.22050 0.1476
H 1.35036 -1.96382 -1.85128 0.1873
H -1.02895 -1.26502 -2.37615 0.1680
H -1.63410 0.42330 -0.53566 0.1863
H -2.62073 -3.52969 -0.16452 0.0575
H -2.16522 -2.34134 0.70858 0.0457
O -2.04860 -2.75634 -0.15112 -0.0498
```

Computed properties:
Spin multiplicity: 1
Energy relative to the best compared isomer or geometry (same formula, charge and spin), kcal per mole: 4.96
Orbital gap, eV: 11.1
Charge: +1
Total energy, eV: -10385.390

=====

# 7
ORCA calculation (the ωB97M-V functional and the def2-TZVPD basis) on an isolated ion of composition C5H11N2O and charge +1 in a non-equilibrium geometry.

XYZ file:
```
19
Properties=species:S:1:pos:R:3:lowdin_charge:R:1
C -1.23716 0.42205 0.03857 -0.2076
C 0.93463 -0.14586 -1.44146 0.1526
C -0.32384 -0.63515 0.14529 -0.3458
C -0.93782 1.90712 -0.23604 0.0083
C 2.13253 -0.35583 0.67827 0.0469
N 0.95850 -0.36514 -0.20516 -0.1302
N -0.57532 -1.88169 0.77167 0.1367
O -2.63339 0.17339 0.14011 0.0490
H 0.15987 -0.39996 -2.11417 0.1245
H 1.68495 0.25588 -2.08855 0.1280
H -1.88419 2.29554 -0.82624 0.1426
H -0.00505 2.13985 -0.65675 0.0550
H -1.22245 2.35387 0.71888 0.0945
H 2.54187 -1.44104 0.74500 0.1484
H 2.85399 0.42657 0.28042 0.1317
H 1.74106 0.08140 1.62531 0.1219
H -2.83829 -0.73138 -0.13150 0.1106
H 0.20925 -2.09547 1.37348 0.0870
H -1.55914 -2.00415 1.18288 0.1458
```

Computed properties:
Spin multiplicity: 1
Energy relative to the best compared isomer or geometry (same formula, charge and spin), kcal per mole: 96.23
Orbital gap, eV: 7.6
Charge: +1
SMILES: C=[N+](C)/C(N)=C(\C)O
Total energy, eV: -10381.433

=====

# 8
ORCA calculation (the ωB97M-V functional and the def2-TZVPD basis) on an isolated ion of composition C5H11N2O and charge +1 in a non-equilibrium geometry.

XYZ file:
```
19
Properties=species:S:1:pos:R:3:lowdin_charge:R:1
C -1.11467 -1.16665 0.54924 -0.1284
C -2.22308 0.75576 -0.15991 -0.2082
C -0.89642 1.22917 -0.61090 0.2116
C 2.30533 0.39223 0.13378 -0.0479
C 1.22804 -0.44031 0.80950 -0.1777
N -2.16837 -0.51462 0.52436 0.1172
N 0.09536 -0.68564 -0.07394 -0.1714
O 0.48980 -1.37767 -1.19708 0.0693
H -1.09321 -2.13525 1.03123 0.1582
H -2.67857 1.44800 0.55776 0.1436
H -2.93489 0.60756 -0.97882 0.1406
H -0.63278 1.26216 -1.65667 0.1100
H -0.32818 1.85297 0.06019 0.0970
H 2.69753 -0.11971 -0.73946 0.0856
H 1.92339 1.36204 -0.17352 0.0719
H 3.11655 0.54607 0.83850 0.0940
H 0.84463 0.06008 1.70101 0.1420
H 1.65056 -1.41060 1.09910 0.1457
H -0.28104 -1.66560 -1.71436 0.1472
```

Computed properties:
Spin multiplicity: 1
Energy relative to the best compared isomer or geometry (same formula, charge and spin), kcal per mole: 121.80
Orbital gap (alpha / beta), eV: 9.5 / 9.5
Charge: +1
Total energy, eV: -10380.324

=====

# 9
ORCA calculation (the ωB97M-V functional and the def2-TZVPD basis) on an isolated ion of composition C5H11N2O and charge +1 in a non-equilibrium geometry.

XYZ file:
```
19
Properties=species:S:1:pos:R:3:lowdin_charge:R:1
C -2.14723 -0.65424 0.52769 -0.1250
C -1.05627 1.20210 -0.54358 -0.2128
C 0.39591 1.09817 -0.20452 -0.1423
C -1.99916 0.71255 0.46234 -0.0837
C 1.89182 -0.93558 -0.11735 -0.1360
N 2.95026 -0.36459 0.45410 0.1772
N 0.79003 -0.31301 -0.39957 0.0646
O -1.63179 -1.52421 -0.44516 -0.0044
H -2.84597 -0.89866 1.35344 0.1330
H -1.22240 2.34911 -0.71137 0.1695
H -1.26478 0.52637 -1.35077 0.1130
H 0.88807 1.59688 -0.97356 0.1062
H 0.72255 1.39254 0.86474 0.1730
H -2.44731 1.48660 1.06906 0.1159
H 2.02236 -2.00831 -0.22395 0.1642
H 3.76512 -0.90459 0.75601 0.1448
H 3.00529 0.63643 0.31173 0.1232
H -1.83724 -2.39759 -0.22433 0.0912
H 0.02074 -0.99998 -0.60496 0.1286
```

Computed properties:
Spin multiplicity: 1
Energy relative to the best compared isomer or geometry (same formula, charge and spin), kcal per mole: 51.27
Orbital gap, eV: 9.7
Charge: +1
SMILES: N/C=[NH+]\CC/C=C\O
Total energy, eV: -10383.382

=====

# 10
ORCA calculation (the ωB97M-V functional and the def2-TZVPD basis) on an isolated ion of composition C5H11N2O and charge +1 in a non-equilibrium geometry.

XYZ file:
```
19
Properties=species:S:1:pos:R:3:lowdin_charge:R:1
O 2.09610 -0.70601 1.54740 0.0229
C 2.40495 -1.02866 0.41597 -0.1891
C 1.30583 -1.43439 -0.54724 -0.1182
C 0.61671 -0.11445 -0.99304 -0.1429
C -0.57689 0.21335 -0.18840 -0.2547
C -1.77803 0.60518 -0.65705 -0.1186
N -2.82837 1.13290 0.02175 0.0966
N -0.25105 0.51510 1.22141 0.2185
H 3.44974 -0.89444 0.09605 0.1456
H 1.67729 -1.94837 -1.43104 0.1192
H 0.63884 -2.13483 -0.05760 0.1280
H 1.39131 0.66256 -0.93229 0.1300
H 0.40285 -0.16611 -2.05964 0.1305
H -1.95827 0.38751 -1.70177 0.1428
H -3.55988 1.60432 -0.50844 0.1220
H -2.73107 1.54245 0.93830 0.0944
H -1.06423 0.57647 1.84713 0.1679
H 0.43163 -0.16876 1.62470 0.1198
H 0.33252 1.35617 1.36383 0.1851
```

Computed properties:
Spin multiplicity: 1
Energy relative to the best compared isomer or geometry (same formula, charge and spin), kcal per mole: 40.53
Orbital gap, eV: 9.6
Charge: +1
SMILES: N/C=C(\[NH3+])CCC=O
Total energy, eV: -10383.848

=====

# 11
ORCA calculation (the ωB97M-V functional and the def2-TZVPD basis) on a 2-piece molecular cluster, C5H11N2O overall in a non-equilibrium geometry.

XYZ file:
```
19
Properties=species:S:1:pos:R:3:lowdin_charge:R:1
O 2.69416 0.53296 -0.03910 0.2738
C 1.77314 -0.24246 -0.10286 -0.4671
C 2.07743 -1.66407 -0.52351 0.0380
C 0.37019 0.21649 0.57817 0.0350
C 0.43789 0.32974 -0.87277 0.0675
N -2.14785 1.47865 -0.10912 0.0755
C -2.46932 0.34128 0.74678 -0.3723
N -2.44780 -0.85098 0.37035 0.0996
H 3.11392 -1.85026 -0.23574 0.1121
H 1.47426 -2.46613 -0.10562 0.1074
H 2.08760 -1.66299 -1.61701 0.1196
H 0.51053 1.02288 1.28280 0.1532
H -0.15103 -0.66853 0.92720 0.1208
H 0.40705 1.37973 -1.14767 0.1471
H -0.15563 -0.34247 -1.48294 0.1500
H -2.30829 0.52863 1.82014 0.1316
H -3.02107 1.89159 -0.41862 0.1045
H -1.80722 0.58831 -0.51327 0.0123
H -3.02903 -1.46681 0.93379 0.0916
```

Computed properties:
Spin multiplicity: 1
Energy relative to the best compared isomer or geometry (same formula, charge and spin), kcal per mole: 191.85
Orbital gap, eV: 6.0
Charge: +1
Total energy, eV: -10377.286

=====

# 12
ORCA calculation (the ωB97M-V functional and the def2-TZVPD basis) on an isolated ion of composition C5H11N2O2S and charge +1 in a non-equilibrium geometry.

XYZ file:
```
21
Properties=species:S:1:pos:R:3:lowdin_charge:R:1
C -0.46037 0.74263 -1.00677 -0.2714
C -0.40596 -0.23013 -0.02595 -0.4455
C -1.60117 1.74432 -1.02312 0.0268
C 2.00231 0.20917 0.78027 -0.0621
C -1.36678 -2.26651 1.67040 -0.3600
N 0.53949 0.87164 -1.85641 -0.2342
N 0.75491 -0.50154 0.77281 -0.0017
O 1.48579 -0.19025 -1.77241 0.0347
O 0.65799 1.77499 -2.67179 0.1128
S -1.84128 -1.03959 0.42166 1.0589
H -2.54337 1.36714 -0.59688 0.0859
H -1.26334 2.54390 -0.46792 0.0813
H -1.84572 1.89200 -2.02624 0.0815
H 2.83356 -0.38446 0.42471 0.1028
H 1.97916 1.24302 0.31993 0.1278
H 2.11139 0.60810 1.73022 0.0741
H -0.53671 -2.91397 1.31459 0.0681
H -2.38204 -2.60596 2.15465 0.1076
H -0.97527 -1.79348 2.62550 0.0681
H 2.35592 0.14958 -2.28403 0.2257
H 0.50150 -1.22061 1.51677 0.1186
```

Computed properties:
Spin multiplicity: 1
Energy relative to the best compared isomer or geometry (same formula, charge and spin), kcal per mole: 100.89
Orbital gap (alpha / beta), eV: 8.3 / 8.3
Charge: +1
SMILES: CN/C(SC)=C(/C)[N+](=O)O
Total energy, eV: -23262.217